Record 1
DFT (ωB97M-V with the def2-TZVPD basis set) results for a cluster of 2 separate species, C14H15IN2O5 in total at a distorted geometry.

Values from the calculation:
Structure (SMILES) ... CC[C@@H](I)C1=C(CN)C(=O)OC1=O.O=[N+]([O-])c1ccccc1
LUMO energy ... -0.93 eV
Electronic energy ... -36076.5941 eV
Gap between HOMO and LUMO ... 8.97 eV

```
! RIJCOSX wB97M-V def2-TZVPD def2/J DEFGRID3
* xyz 0 1
C 5.47 -1.50 1.54
C 4.21 -2.38 1.65
C 3.55 -2.56 0.27
I 2.90 -4.60 0.02
C 2.46 -1.60 -0.02
C 1.26 -1.42 0.49
C 0.60 -2.20 1.61
N -0.28 -3.25 1.16
C 0.65 -0.28 -0.27
O -0.25 0.34 0.03
O 1.40 -0.06 -1.41
C 2.63 -0.58 -1.12
O 3.63 -0.32 -1.62
H 5.36 -0.80 0.71
H 5.65 -0.96 2.47
H 6.34 -2.12 1.35
H 4.55 -3.35 1.98
H 3.53 -2.02 2.42
H 4.33 -2.37 -0.47
H 0.03 -1.48 2.20
H 1.38 -2.60 2.24
H 0.19 -3.94 0.60
H -1.11 -2.90 0.71
O -4.03 5.65 -2.87
N -4.87 5.01 -2.26
O -6.05 5.32 -2.17
C -4.43 3.78 -1.59
C -3.10 3.41 -1.64
C -2.69 2.26 -0.99
C -3.61 1.49 -0.29
C -4.94 1.86 -0.26
C -5.36 3.01 -0.91
H -2.38 4.01 -2.18
H -1.65 1.97 -1.02
H -3.28 0.60 0.22
H -5.66 1.26 0.28
H -6.40 3.30 -0.87
*
```

Atomic partial charges in e from the Mulliken method, atoms 1 to 6: number 1, C, carries -1.21; number 2, C, carries -0.31; number 3, C, carries -1.16; number 4, I, carries 0.09; number 5, C, carries 0.71; number 6, C, carries 1.09



Record 2
DFT (ωB97M-V with the def2-TZVPD basis set) results for a structure of composition C29H39N5O9Rb at a distorted geometry.

Values from the calculation:
LUMO energy ... 2.06 eV
Electronic energy ... -57243.5454 eV
Gap between HOMO and LUMO ... 7.27 eV
ΔE to the lowest compared entry with this formula, charge and spin ... 0.247 eV

```
! RIJCOSX wB97M-V def2-TZVPD def2/J DEFGRID3
* xyz -1 1
Rb -15.03 -3.74 -11.07
O -17.49 -6.15 -8.62
C -18.71 -5.58 -8.15
C -19.36 -4.67 -9.18
N -18.49 -3.56 -9.59
C -18.49 -3.34 -11.05
C -17.63 -4.38 -11.81
O -17.23 -5.42 -11.16
O -17.31 -4.07 -12.98
C -18.61 -2.32 -8.84
C -17.36 -1.45 -8.89
O -17.41 -0.32 -8.33
O -16.37 -1.92 -9.54
H -17.41 -5.87 -9.60
H -18.53 -5.07 -7.19
H -19.42 -6.40 -7.93
H -20.30 -4.23 -8.75
H -19.63 -5.26 -10.07
H -18.15 -2.33 -11.25
H -19.52 -3.45 -11.47
H -18.87 -2.56 -7.78
H -19.47 -1.73 -9.23
C -14.47 -0.61 -6.95
N -14.84 -2.03 -6.97
C -16.01 -2.45 -6.17
C -14.20 -2.82 -7.87
O -13.24 -2.46 -8.56
C -14.80 -4.24 -7.98
O -13.86 -5.04 -8.73
C -14.25 -6.42 -8.81
C -14.39 -6.84 -10.30
O -14.02 -6.13 -11.23
N -14.93 -8.08 -10.49
C -15.28 -8.49 -11.85
C -15.34 -8.97 -9.40
H -14.44 -0.27 -5.91
H -15.25 -0.02 -7.48
H -13.50 -0.49 -7.45
H -16.50 -1.56 -5.77
H -15.66 -3.08 -5.33
H -16.71 -3.03 -6.78
H -15.80 -4.23 -8.45
H -14.91 -4.67 -6.96
H -15.21 -6.57 -8.27
H -13.47 -7.03 -8.32
H -15.13 -7.63 -12.52
H -16.32 -8.84 -11.88
H -14.60 -9.31 -12.16
H -14.54 -9.02 -8.64
H -15.51 -9.96 -9.82
H -16.26 -8.61 -8.90
N -11.63 -2.85 -10.66
C -12.36 -2.67 -11.80
N -12.35 -3.70 -12.63
C -11.51 -4.61 -12.05
C -11.09 -5.87 -12.52
C -10.19 -6.57 -11.71
C -9.73 -6.07 -10.46
C -10.16 -4.83 -9.95
C -11.03 -4.11 -10.78
H -11.90 -2.45 -9.76
H -12.83 -1.72 -12.01
H -11.52 -6.24 -13.44
H -9.80 -7.53 -12.05
H -9.02 -6.67 -9.90
H -9.86 -4.44 -8.98
C -15.53 -2.66 -14.96
C -15.07 -1.40 -14.18
O -13.93 -1.13 -13.84
C -16.22 -0.49 -13.76
C -16.94 0.25 -14.71
C -17.91 1.16 -14.30
C -18.19 1.32 -12.93
C -17.49 0.58 -11.98
C -16.49 -0.29 -12.39
H -14.60 -3.10 -15.34
H -16.18 -2.36 -15.80
H -16.09 -3.39 -14.34
H -16.73 0.09 -15.77
H -18.46 1.73 -15.04
H -18.98 2.01 -12.61
H -17.68 0.69 -10.91
H -15.88 -0.80 -11.65
*
```

Atomic partial charges in e from the Mulliken method, atoms 1 to 6: number 1, Rb, carries 1.11; number 2, O, carries -0.48; number 3, C, carries -0.61; number 4, C, carries -1.24; number 5, N, carries 1.04; number 6, C, carries -0.36



Record 3
DFT (ωB97M-V with the def2-TZVPD basis set) results for a structure of composition C19H44F5I2KN6O4P2SiTe at a distorted geometry.

Values from the calculation:
LUMO energy ... 3.41 eV
Electronic energy ... -117415.0823 eV
Gap between HOMO and LUMO ... 5.21 eV
ΔE to the lowest compared entry with this formula, charge and spin ... 0.639 eV

```
! RIJCOSX wB97M-V def2-TZVPD def2/J DEFGRID3
* xyz -2 1
K 0.52 0.79 0.94
C 5.72 -0.87 -1.24
N 4.32 -0.53 -1.38
C 3.50 -1.65 -1.79
P 3.53 0.47 -0.29
O 2.19 0.75 -0.72
O 3.64 -0.35 1.16
P 2.50 -1.40 1.64
O 1.33 -1.45 0.79
N 2.24 -0.91 3.20
C 1.22 -1.67 3.88
C 3.22 -0.28 4.05
N 3.36 -2.86 1.56
C 2.54 -4.05 1.46
C 4.55 -3.02 2.36
N 4.51 1.78 -0.02
C 5.68 1.72 0.84
C 3.86 3.08 -0.02
H 6.03 -1.40 -2.14
H 5.92 -1.52 -0.38
H 6.31 0.04 -1.16
H 3.82 -1.99 -2.77
H 2.47 -1.33 -1.84
H 3.57 -2.48 -1.08
H 0.46 -1.96 3.15
H 0.73 -1.04 4.62
H 1.62 -2.56 4.38
H 3.97 0.20 3.44
H 3.71 -1.00 4.73
H 2.72 0.47 4.67
H 1.63 -3.79 0.94
H 2.27 -4.45 2.45
H 3.08 -4.82 0.91
H 5.09 -2.07 2.38
H 5.19 -3.78 1.91
H 4.33 -3.32 3.40
H 5.99 0.69 0.98
H 5.48 2.16 1.82
H 6.50 2.28 0.37
H 2.88 2.99 -0.48
H 4.47 3.80 -0.59
H 3.71 3.47 0.99
C 0.50 2.73 3.78
C -0.48 1.64 4.08
C -1.17 1.61 5.28
C -2.09 0.59 5.49
C -2.28 -0.35 4.51
C -1.52 -0.29 3.30
N -0.64 0.73 3.13
N -1.55 -1.20 2.35
Si -2.51 -2.54 2.06
C -2.10 -4.05 3.22
C -4.43 -2.34 2.17
C -2.12 -3.15 0.30
H 0.71 3.32 4.67
H 0.09 3.38 3.01
H 1.42 2.30 3.39
H -1.00 2.37 6.04
H -2.65 0.54 6.42
H -2.98 -1.17 4.63
H -2.23 -3.79 4.27
H -1.06 -4.32 3.08
H -2.70 -4.93 3.02
H -4.76 -2.13 3.18
H -4.99 -3.20 1.81
H -4.72 -1.49 1.56
H -1.05 -3.31 0.18
H -2.41 -2.40 -0.43
H -2.62 -4.08 0.05
I -1.80 0.50 -1.60
C -2.21 -0.90 -3.52
I -0.42 -2.05 -3.86
H -2.47 -0.49 -4.49
H -2.96 -1.63 -3.23
C -0.42 1.40 -2.95
H -0.59 1.13 -3.98
H 0.57 1.12 -2.60
H -0.56 2.47 -2.78
F -0.61 4.98 1.47
Te -1.54 3.19 0.78
F -2.99 4.73 0.83
F -1.09 4.10 -0.86
F 0.68 2.93 0.81
F -3.21 2.65 -0.40
O -1.00 1.51 -0.26
*
```

Atomic partial charges in e from the Mulliken method, atoms 1 to 6: number 1, K, carries 2.09; number 2, C, carries -0.87; number 3, N, carries 0.20; number 4, C, carries -0.97; number 5, P, carries -0.24; number 6, O, carries -0.67



Record 4
DFT (ωB97M-V with the def2-TZVPD basis set) results for a cluster of 7 separate species, C8H31BBrFNO7S in total at a distorted geometry.

Values from the calculation:
LUMO energy ... -5.24 eV
Electronic energy ... -108883.5065 eV
Gap between HOMO and LUMO ... 7.04 eV

```
! RIJCOSX wB97M-V def2-TZVPD def2/J DEFGRID3
* xyz 1 1
C -1.23 -2.04 -0.44
N -0.39 -1.39 0.60
C -1.06 -0.34 1.41
B 0.84 -0.98 0.10
O 1.21 0.05 -0.66
S 2.33 -2.16 0.65
F 1.82 -2.75 2.00
Br 4.00 -0.92 1.17
H -1.00 -1.72 -1.45
H -2.28 -1.89 -0.22
H -1.07 -3.12 -0.41
H -2.04 -0.11 1.03
H -1.20 -0.73 2.41
H -0.46 0.56 1.53
H 1.79 -0.18 -1.40
C 6.32 1.11 3.98
O 6.10 1.89 2.80
H 6.61 1.80 4.76
H 5.41 0.59 4.29
H 7.13 0.39 3.83
H 5.84 1.29 2.09
C -1.36 3.80 3.37
O -1.25 2.63 2.55
H -2.20 3.64 4.04
H -0.46 3.95 3.97
H -1.56 4.69 2.77
H -0.51 2.76 1.95
C -1.57 0.87 -3.48
O -1.77 -0.55 -3.43
H -1.71 1.27 -2.48
H -0.55 1.10 -3.82
H -2.28 1.35 -4.15
H -1.65 -0.89 -4.32
C 2.10 -3.64 -3.49
O 2.36 -2.92 -2.27
H 1.57 -2.97 -4.15
H 3.03 -3.94 -3.96
H 1.48 -4.52 -3.29
H 2.84 -3.52 -1.69
C -2.59 -3.37 3.38
O -3.29 -2.61 2.39
H -1.71 -3.80 2.90
H -2.27 -2.74 4.21
H -3.21 -4.18 3.76
H -4.07 -2.23 2.81
C -3.36 4.32 -4.31
O -1.97 4.09 -4.08
H -3.87 3.37 -4.27
H -3.78 4.98 -3.55
H -3.52 4.76 -5.30
H -1.52 4.93 -4.12
*
```

Atomic partial charges in e from the Mulliken method, atoms 1 to 6: number 1, C, carries -0.98; number 2, N, carries 0.48; number 3, C, carries -0.96; number 4, B, carries 0.43; number 5, O, carries -0.38; number 6, S, carries 0.23



Record 5
DFT (ωB97M-V with the def2-TZVPD basis set) results for a structure of composition C6H12O4 at a distorted geometry.

Values from the calculation:
LUMO energy ... 0.48 eV
Electronic energy ... -14600.4222 eV
Gap between HOMO and LUMO ... 10.40 eV
ΔE to the lowest compared entry with this formula, charge and spin ... 6.790 eV

```
! RIJCOSX wB97M-V def2-TZVPD def2/J DEFGRID3
* xyz 0 1
C -2.00 -1.25 -1.34
C -1.02 -0.46 -0.62
C 0.97 0.97 -1.07
C 1.04 1.02 0.39
C 0.99 -0.42 0.98
C -0.35 -1.04 0.58
H -3.14 -1.45 -0.81
H -2.75 -0.47 -2.10
H -1.66 -2.10 -1.87
H -1.39 0.49 -0.25
H 2.19 0.93 -1.46
H -0.49 2.46 -1.44
H -0.09 1.62 0.52
H 2.17 1.70 0.81
H 1.92 -0.92 0.55
H 2.02 0.13 2.65
H -0.02 -2.03 0.31
H -0.95 -0.10 2.37
O 0.05 -0.04 -1.54
O 0.52 2.30 -1.70
O 1.20 -0.31 2.45
O -1.22 -1.08 1.69
*
```

Atomic partial charges in e from the Mulliken method, atoms 1 to 6: number 1, C, carries -1.56; number 2, C, carries 0.70; number 3, C, carries -0.33; number 4, C, carries 0.00; number 5, C, carries -0.12; number 6, C, carries 0.04



Record 6
DFT (ωB97M-V with the def2-TZVPD basis set) results for an isolated molecule of C4H5N at a distorted geometry.

Values from the calculation:
Structure (SMILES) ... c1cc[nH]c1
LUMO energy ... 0.95 eV
Electronic energy ... -5716.3855 eV
Gap between HOMO and LUMO ... 9.28 eV
ΔE to the lowest compared entry with this formula, charge and spin ... 2.461 eV

```
! RIJCOSX wB97M-V def2-TZVPD def2/J DEFGRID3
* xyz 0 1
C 0.21 -0.93 -0.69
C 1.07 -0.49 0.44
C 0.43 0.65 0.79
N -0.72 0.85 0.13
C -0.85 -0.02 -0.76
H 0.27 -1.77 -1.54
H 1.84 -1.19 1.00
H 0.53 0.95 2.04
H -1.07 1.82 -0.09
H -1.69 0.13 -1.31
*
```

Atomic partial charges in e from the Mulliken method, atoms 1 to 6: number 1, C, carries -0.33; number 2, C, carries -0.37; number 3, C, carries -0.31; number 4, N, carries -0.06; number 5, C, carries -0.34; number 6, H, carries 0.23